Record 1
Molecular formula: C34H41ClN4P2Re
Method: DFT, ωB97M-V with the def2-TZVPD basis set

The calculation puts the highest occupied orbital energy (alpha / beta) at -13.24 / -13.23 eV. The total charge is +2. As for the spin multiplicity: 4. For the HOMO-LUMO gap (alpha / beta), the calculation gives 5.80 / 3.80 eV.

Last column: Mulliken spin population.
Atoms and positions in Å:
Re: -0.086 0.665 0.519  1.559
C: -1.537 1.321 -3.371  -0.012
C: -1.287 0.001 -3.403  0.008
C: -0.262 -0.628 -4.299  -0.003
C: 1.099 0.120 -4.375  -0.001
C: 1.477 0.803 -3.097  -0.107
C: 1.111 2.006 -2.626  0.074
C: 0.271 3.019 -3.335  -0.003
C: -0.890 2.407 -4.151  0.007
C: 1.351 1.234 1.944  0.204
H: -2.373 1.698 -2.799  0.002
H: -2.016 -0.719 -3.011  0.005
H: -0.685 -0.710 -5.321  0.000
H: -0.085 -1.660 -3.965  0.000
H: 1.882 -0.633 -4.587  0.001
H: 1.142 0.813 -5.236  0.000
H: 2.315 0.308 -2.612  0.044
H: 1.621 2.396 -1.747  0.023
H: 0.921 3.649 -3.980  0.000
H: -0.192 3.658 -2.563  0.002
H: -1.648 3.191 -4.303  0.000
H: -0.572 2.112 -5.161  0.000
H: 0.848 2.176 2.227  -0.006
H: 2.398 1.465 1.700  0.002
H: 1.356 0.610 2.854  0.021
P: 1.534 -0.785 -0.019  0.031
P: -1.554 -0.852 -0.326  -0.002
N: 3.142 0.160 -0.560  0.050
N: 2.459 -1.824 1.109  -0.002
N: -2.757 0.512 -0.864  0.031
N: -2.777 -1.868 0.558  -0.008
C: 0.916 -1.959 -1.256  -0.012
C: -0.632 -2.183 -1.240  0.021
C: 3.241 1.546 -0.483  0.298
C: 4.446 1.970 -1.016  0.067
C: 5.112 0.815 -1.501  0.169
C: 4.289 -0.283 -1.209  0.338
C: 3.389 -1.270 1.996  -0.003
C: 4.324 -2.229 2.329  0.005
C: 3.958 -3.440 1.665  0.001
C: 2.811 -3.168 0.929  0.000
C: -2.353 1.802 -0.508  0.082
C: -3.423 2.682 -0.713  0.012
C: -4.501 1.906 -1.221  -0.002
C: -4.061 0.580 -1.329  0.018
C: -4.121 -2.148 0.309  -0.001
C: -4.553 -3.104 1.225  0.001
C: -3.430 -3.448 2.043  0.005
C: -2.358 -2.678 1.621  0.015
H: 1.398 -2.922 -1.095  0.005
H: 1.256 -1.587 -2.229  -0.006
H: -1.047 -2.238 -2.256  0.004
H: -0.899 -3.118 -0.710  -0.007
H: 2.452 2.174 -0.069  0.086
H: 4.771 3.008 -1.057  -0.003
H: 6.054 0.806 -2.022  0.002
H: 4.460 -1.335 -1.377  -0.009
H: 3.299 -0.249 2.322  0.001
H: 5.174 -2.080 2.980  0.001
H: 4.464 -4.397 1.720  0.000
H: 2.214 -3.825 0.320  0.001
H: -1.269 2.094 -0.400  0.056
H: -3.368 3.753 -0.580  0.001
H: -5.478 2.252 -1.486  0.001
H: -4.574 -0.267 -1.741  0.002
H: -4.646 -1.652 -0.481  -0.001
H: -5.547 -3.512 1.301  0.000
H: -3.407 -4.169 2.842  0.000
H: -1.332 -2.648 1.961  -0.005
Cl: -1.406 3.303 3.532  0.001
C: -1.086 1.858 4.416  -0.018
C: -0.821 1.975 5.782  0.008
C: -0.537 0.819 6.525  -0.010
C: -0.457 -0.424 5.895  0.005
C: -0.689 -0.524 4.523  -0.004
C: -1.025 0.610 3.765  0.018
C: -1.346 0.469 2.261  -0.058
H: -0.816 2.967 6.234  0.000
H: -0.321 0.907 7.589  0.000
H: -0.198 -1.318 6.472  0.000
H: -0.635 -1.489 4.023  -0.002
H: -1.821 -0.525 2.204  0.009
H: -2.081 1.250 1.994  -0.010

Cartesian forces, eV/Å:
Re -0.76 0.76 1.64
C -0.87 -0.95 -0.28
C -0.59 0.66 -1.04
C 0.12 -0.06 -0.42
C 0.14 -0.29 -0.60
C 0.80 0.50 0.08
C 0.66 -0.25 -0.59
C -0.62 0.25 0.14
C 0.40 0.47 -0.38
C 0.64 1.04 1.07
H -0.02 -0.31 -0.04
H 0.21 0.64 0.13
H 0.25 -0.06 0.45
H 0.01 0.17 -0.21
H -0.36 0.34 0.01
H -0.20 -0.24 0.52
H -0.43 0.12 0.16
H -0.11 -0.08 -0.16
H -0.36 -0.24 0.44
H 0.31 0.09 -0.33
H 0.29 -0.18 -0.01
H 0.00 -0.12 0.38
H 0.37 0.05 0.20
H -0.29 -0.04 0.22
H -0.11 0.16 -0.42
P 2.91 -1.32 1.42
P -3.22 -0.13 0.31
N -1.16 0.24 -0.22
N -0.97 1.11 -0.75
N 0.87 -1.52 0.03
N 1.43 0.70 -0.54
C -0.13 -0.44 -0.64
C -0.41 0.00 -0.39
C -1.06 -1.28 0.48
C 2.01 -0.95 -1.22
C -0.50 2.19 0.40
C -1.14 -0.03 0.92
C 0.74 -0.57 0.24
C -0.80 0.62 -0.29
C -1.18 0.41 -0.73
C 1.08 -0.41 0.26
C -0.62 0.42 -0.15
C 1.00 -0.96 0.10
C 1.15 -1.15 0.13
C 0.22 1.43 0.37
C -0.08 -0.69 0.87
C 1.09 0.82 -0.66
C 0.54 0.83 -0.66
C -0.78 -0.58 -0.16
H 0.02 0.06 -0.20
H -0.19 -0.09 0.08
H 0.42 -0.36 0.32
H 0.14 0.44 -0.21
H 0.40 -0.51 -0.03
H 0.02 -0.39 -0.03
H 0.08 -0.18 0.08
H -0.01 -0.07 -0.03
H 0.11 -0.11 -0.04
H -0.16 -0.02 0.00
H -0.20 0.19 0.01
H 0.11 -0.06 0.12
H -1.00 0.21 -0.25
H -0.14 -0.12 0.06
H -0.23 0.11 -0.12
H -0.01 -0.04 0.05
H -0.12 -0.10 0.13
H -0.02 0.04 -0.08
H -0.01 0.04 0.04
H -0.05 -0.03 0.06
Cl -0.10 0.25 -0.33
C 0.52 -0.82 0.58
C -0.04 -0.45 -0.14
C 0.18 0.33 -0.28
C 0.02 -0.09 -0.11
C -0.18 0.43 0.12
C 0.28 0.51 -1.14
C -0.15 -1.05 1.90
H -0.10 -0.34 -0.01
H -0.12 -0.02 -0.27
H -0.16 0.40 -0.24
H 0.00 0.11 0.13
H 0.02 0.78 0.00
H 0.22 -0.21 -0.22

***

Record 2
Molecular formula: C7H8OS
Method: DFT, ωB97M-V with the def2-TZVPD basis set

The calculation puts the highest occupied orbital energy at -8.94 eV. For the HOMO-LUMO gap, the calculation gives 8.85 eV.

Last column: natural (NBO) charge in e.
Atoms and positions in Å:
C: -2.414 0.695 0.431  -0.216
C: -2.094 -0.685 0.511  -0.218
C: -1.463 1.498 -0.070  -0.175
C: -0.878 -1.253 0.396  -0.174
C: -0.088 1.109 -0.347  -0.313
C: 0.258 -0.223 0.080  0.080
C: 2.767 -0.629 -0.555  -0.267
O: 1.502 -1.061 -0.933  -0.572
S: 0.980 0.894 1.198  0.169
H: -3.433 0.946 0.748  0.234
H: -2.845 -1.540 0.721  0.223
H: -1.488 2.609 -0.237  0.221
H: -0.665 -2.277 0.465  0.233
H: 0.527 1.691 -1.019  0.264
H: 2.729 -0.194 0.452  0.175
H: 3.299 -0.045 -1.354  0.159
H: 3.305 -1.534 -0.485  0.177

Cartesian forces, eV/Å:
C -0.15 0.32 -0.34
C -0.47 -4.54 0.83
C 0.06 2.92 -0.23
C 1.47 4.31 -0.87
C -0.11 -0.18 0.73
C 1.71 -4.38 -1.91
C 0.16 -0.26 -0.80
O -3.30 2.05 1.91
S -0.65 0.28 0.73
H 0.62 0.50 -0.40
H 0.52 2.08 -0.25
H -1.11 -1.13 0.33
H 0.30 -1.06 0.03
H -0.28 -0.32 -0.42
H 0.68 0.30 -0.54
H -0.65 0.22 0.88
H 1.18 -1.12 0.31

***

Record 3
Molecular formula: C15H25F3N4O6P
Method: DFT, ωB97M-V with the def2-TZVPD basis set

The calculation puts the highest occupied orbital energy at -10.90 eV. The total charge is +1. For the HOMO-LUMO gap, the calculation gives 7.24 eV.

Last column: natural (NBO) charge in e.
Atoms and positions in Å:
C: 5.447 -0.263 0.412  -0.109
C: 4.695 0.657 0.514  -0.105
C: 3.746 1.751 0.675  -0.294
N: 3.041 2.048 -0.572  -0.158
C: 1.854 1.669 -1.129  0.602
N: 0.880 0.918 -0.600  -0.428
C: -0.234 0.619 -1.545  0.114
O: -1.149 -0.218 -0.915  -0.559
C: -2.429 0.383 -0.825  0.818
C: -3.334 0.030 -1.955  -0.737
O: -2.687 1.081 0.098  -0.509
C: 0.866 0.436 0.751  0.067
O: 1.919 -0.485 1.025  -0.534
C: 1.905 -1.668 0.349  1.171
F: 2.807 -2.476 0.917  -0.294
F: 0.695 -2.237 0.392  -0.310
F: 2.235 -1.499 -0.952  -0.331
N: 1.747 2.177 -2.344  -0.479
C: 2.835 2.892 -2.547  0.111
P: 3.013 3.853 -4.104  1.512
O: 2.052 4.960 -4.128  -1.016
N: 3.646 2.837 -1.504  -0.125
C: 4.959 3.483 -1.373  -0.428
H: 6.126 -1.076 0.411  0.256
H: 3.063 1.538 1.482  0.275
H: 4.310 2.627 0.968  0.250
H: 0.189 0.128 -2.417  0.199
H: -0.662 1.563 -1.872  0.200
H: -4.041 0.835 -2.093  0.255
H: -2.753 -0.149 -2.850  0.235
H: -3.846 -0.889 -1.688  0.267
H: 1.010 1.261 1.435  0.199
H: -0.098 0.003 0.979  0.262
H: 2.842 2.868 -5.085  -0.040
H: 4.363 4.230 -4.124  -0.073
H: 4.819 4.539 -1.179  0.241
H: 5.484 3.367 -2.309  0.243
H: 5.542 3.027 -0.589  0.249
C: -2.226 -2.817 1.695  -0.255
O: -2.880 -1.918 2.569  -0.553
C: -4.100 -1.404 2.061  -0.084
C: -5.301 -2.138 2.613  -0.090
O: -5.331 -3.492 2.200  -0.551
C: -4.866 -4.401 3.183  -0.255
H: -1.471 -3.345 2.274  0.194
H: -2.914 -3.549 1.266  0.186
H: -1.731 -2.271 0.884  0.154
H: -4.106 -1.449 0.966  0.154
H: -4.160 -0.353 2.355  0.192
H: -6.207 -1.659 2.229  0.188
H: -5.319 -2.064 3.704  0.179
H: -5.624 -4.553 3.958  0.174
H: -3.941 -4.055 3.649  0.176
H: -4.680 -5.352 2.688  0.193

Cartesian forces, eV/Å:
C 0.18 -0.05 0.16
C -0.29 -0.04 -0.05
C 0.63 -0.29 0.01
N -0.47 0.05 0.58
C 0.21 -0.25 1.01
N -0.10 0.13 -0.10
C 0.26 -0.31 -0.01
O -0.28 0.20 -0.32
C -0.01 -0.01 0.11
C 0.35 0.01 0.19
O 0.13 0.10 0.19
C 0.00 0.05 0.14
O 0.25 -0.17 -0.11
C 0.13 -0.16 0.37
F -0.59 0.51 -0.45
F 0.44 -0.02 -0.12
F -0.07 -0.16 0.36
N -0.45 0.20 -0.88
C 0.28 -0.30 -0.31
P -0.51 0.58 -0.05
O -0.04 0.12 0.03
N 0.57 0.31 -0.58
C -0.33 0.11 0.05
H 0.14 -0.19 -0.15
H -0.32 -0.02 -0.02
H -0.21 0.40 0.09
H 0.09 -0.17 -0.06
H -0.18 0.15 0.07
H -0.26 0.03 -0.04
H -0.01 -0.06 -0.23
H -0.18 -0.15 -0.05
H 0.21 0.07 0.24
H -0.17 -0.10 -0.22
H 0.23 -0.18 0.10
H 0.14 -0.28 -0.03
H 0.00 0.18 0.19
H 0.15 -0.14 -0.16
H 0.11 -0.17 0.10
C -0.01 0.03 0.04
O 0.03 -0.04 -0.01
C 0.07 0.10 0.15
C -0.17 -0.08 -0.14
O 0.15 0.01 0.00
C -0.08 -0.01 -0.01
H 0.03 0.03 -0.01
H -0.03 0.01 0.01
H -0.03 -0.04 -0.07
H -0.02 -0.04 -0.02
H -0.01 0.00 -0.03
H 0.00 0.02 0.03
H 0.04 0.00 0.02
H 0.03 0.02 0.03
H 0.01 0.00 0.01
H -0.03 0.00 -0.02

***

Record 4
Molecular formula: C8H12N2O4
Method: DFT, ωB97M-V with the def2-TZVPD basis set

The calculation puts the highest occupied orbital energy (alpha / beta) at -8.21 / -8.21 eV. As for the SMILES: CO[C@H]1NC(C)=CC(CO)=C1[N+](=O)[O-]. For the HOMO-LUMO gap (alpha / beta), the calculation gives 8.04 / 8.04 eV.

Last column: natural (NBO) charge in e.
Atoms and positions in Å:
C: 0.784 0.921 0.141  -0.407
C: -0.633 0.979 -0.009  0.049
C: -1.385 -0.102 0.224  -0.046
C: 1.442 -0.186 0.627  0.303
C: -0.623 -1.512 0.543  0.234
C: 2.902 -0.125 0.950  -0.654
C: 0.049 -1.909 -1.652  -0.282
C: -1.285 2.298 -0.312  -0.105
N: 0.771 -1.318 0.852  -0.571
N: -2.805 -0.154 0.347  0.519
O: -3.435 0.701 -0.266  -0.404
O: -3.228 -1.014 1.110  -0.393
O: -0.326 3.320 -0.624  -0.737
O: -0.636 -2.374 -0.609  -0.518
H: 1.289 1.839 -0.137  0.236
H: -1.024 -2.010 1.463  0.226
H: 3.214 -1.211 0.686  0.213
H: 3.091 0.176 1.985  0.241
H: 3.499 0.669 0.392  0.247
H: -0.076 -0.864 -2.144  0.177
H: -0.209 -2.544 -2.545  0.198
H: 1.123 -1.965 -1.674  0.158
H: -1.895 2.620 0.542  0.198
H: -1.997 2.036 -1.177  0.240
H: 1.286 -2.047 1.174  0.395
H: 0.107 3.778 0.113  0.480

Cartesian forces, eV/Å:
C 0.20 0.04 -0.09
C -0.05 0.43 0.31
C 2.01 -3.67 0.99
C -0.53 2.63 -0.80
C -0.56 1.06 0.01
C 0.87 -1.09 -1.05
C 0.95 1.14 -5.85
C -0.08 0.33 -0.63
N -1.14 3.06 -0.38
N 1.17 0.21 0.30
O -0.69 -0.74 0.54
O -0.85 0.46 -0.65
O -0.37 -0.05 -0.87
O -2.00 -0.04 2.84
H 0.32 -0.38 0.25
H -0.36 0.02 -1.55
H 0.55 1.92 0.76
H -0.22 -0.71 0.12
H -1.07 -1.33 0.14
H -0.76 -1.04 1.65
H 0.01 0.28 0.88
H 0.85 -0.36 1.00
H -0.11 -0.20 -0.23
H 1.30 1.39 1.03
H 1.28 -2.69 1.22
H -0.73 -0.66 0.08